# C2H6N2O

One molecule with the formula C2H6N2O at a distorted geometry (the ωB97M-V functional and the def2-TZVPD basis, the Open Molecules 2025 dataset).

Last column: Mulliken charge in e.
Cartesian coordinates (Å):
C1 1.483 0.422 0.143  -0.699
N1 0.448 -0.474 -0.355  -0.407
N2 -0.754 -0.439 0.287  -0.067
C2 -1.853 0.084 -0.327  0.132
O1 -2.949 0.171 0.158  -0.553
H1 1.751 0.218 1.219  0.274
H2 2.366 0.282 -0.492  0.304
H3 1.100 1.437 -0.026  0.250
H4 0.769 -1.414 -0.520  0.216
H5 -0.812 -0.741 1.246  0.239
H6 -1.548 0.452 -1.333  0.311

Properties
E_LUMO in Ha: 0.0352
Frontier orbital gap in Ha: 0.3974
Electronic energy in eV: -7198.029
Charge: 0
SMILES: CNNC=O


# C2H6N2O

One molecule with the formula C2H6N2O at a distorted geometry (the ωB97M-V functional and the def2-TZVPD basis, the Open Molecules 2025 dataset).

Last column: Mulliken charge in e.
Cartesian coordinates (Å):
H1 -2.464 -0.178 0.752  0.196
N1 -2.204 0.190 -0.114  -0.643
C1 -1.005 -0.213 -0.481  0.036
N2 -0.138 -1.104 0.030  -0.187
O1 0.972 -0.749 -0.455  -0.281
C2 1.339 0.526 0.055  -0.689
H2 -0.432 0.275 -1.468  0.386
H3 -0.159 -1.223 1.095  0.286
H4 0.497 1.238 -0.281  0.385
H5 2.364 0.702 -0.225  0.221
H6 1.231 0.535 1.091  0.288

Properties
E_LUMO in Ha: 0.0322
Frontier orbital gap in Ha: 0.3757
Electronic energy in eV: -7194.835
Charge: 0
SMILES: [H]/N=C\NOC


# C2H6N2O

A 2-piece molecular cluster, C2H6N2O overall at a distorted geometry (the ωB97M-V functional and the def2-TZVPD basis, the Open Molecules 2025 dataset).

Last column: Mulliken charge in e.
Cartesian coordinates (Å):
N1 1.095 0.415 -1.104  -0.312
C1 0.969 1.358 -0.133  0.067
O1 0.740 1.078 1.046  -0.564
H1 0.733 -0.516 -0.894  0.289
H2 1.182 0.666 -2.078  0.212
H3 1.249 2.369 -0.468  0.341
C2 -1.261 -0.680 0.796  -0.212
N2 -0.940 -1.669 0.026  -0.569
H4 -1.590 0.287 0.332  0.291
H5 -1.356 -0.789 1.887  0.247
H6 -0.821 -2.519 0.590  0.212

Properties
E_LUMO in Ha: 0.0375
Frontier orbital gap in Ha: 0.4033
Electronic energy in eV: -7198.333
Charge: 0
SMILES: NC=O.C=N


# C2H6N2O

One molecule with the formula C2H6N2O at a distorted geometry (the ωB97M-V functional and the def2-TZVPD basis, the Open Molecules 2025 dataset).

Last column: Mulliken charge in e.
Cartesian coordinates (Å):
C1 -1.630 -0.689 -0.287  -0.797
N1 -0.184 -0.620 -0.265  -0.604
N2 0.240 0.508 0.042  0.882
C2 1.584 0.703 0.534  -0.745
O1 -0.496 1.656 0.072  -0.601
H1 -2.105 -0.780 0.667  0.315
H2 -1.885 -1.463 -0.924  0.356
H3 -2.109 0.080 -0.829  0.332
H4 2.031 -0.151 1.209  0.255
H5 2.239 0.648 -0.473  0.273
H6 1.637 1.632 0.889  0.334

Properties
E_LUMO (spin up / spin down) in Ha: 0.0161 / 0.0161
Frontier orbital gap (spin up / spin down) in Ha: 0.3739 / 0.3738
Electronic energy in eV: -7195.190
Charge: 0
SMILES: C/N=[N+](/C)[O-]


# C2H6N2O

An isolated ion of composition C2H6N2O and charge +1 at a distorted geometry (the ωB97M-V functional and the def2-TZVPD basis, the Open Molecules 2025 dataset).

Last column: Mulliken charge in e.
Cartesian coordinates (Å):
N1 0.295 1.271 1.329  -0.239
C1 -0.440 0.772 0.251  -0.296
C2 -0.115 -0.408 -0.548  0.488
N2 1.182 -0.620 -0.668  -0.356
O1 -1.025 -1.268 -0.778  -0.530
H1 0.285 0.702 2.168  0.363
H2 0.069 2.191 1.697  0.339
H3 -0.941 1.468 -0.435  0.393
H4 -1.404 0.491 0.903  0.355
H5 1.770 0.111 -0.311  0.232
H6 1.416 -1.551 -0.636  0.253

Properties
Spin multiplicity: 2
E_LUMO (spin up / spin down) in Ha: -0.1582 / -0.3510
Frontier orbital gap (spin up / spin down) in Ha: 0.3957 / 0.2005
Electronic energy in eV: -7188.578
Charge: +1


# C2H6N2O2

A 2-piece molecular cluster, C2H6N2O2 overall at a distorted geometry (the ωB97M-V functional and the def2-TZVPD basis, the Open Molecules 2025 dataset).

Last column: Mulliken charge in e.
Cartesian coordinates (Å):
C1 0.126 -0.875 1.296  -0.679
C2 0.231 0.980 -1.252  -0.886
N1 -0.899 -1.118 0.310  -0.339
N2 -0.893 0.806 -0.371  -0.381
O1 -0.516 -2.011 -0.782  -0.794
O2 -0.579 1.569 0.723  -0.740
H1 1.097 -1.428 0.982  0.317
H2 0.094 0.198 1.435  0.211
H3 -0.235 -1.305 2.260  0.293
H4 1.158 1.217 -0.764  0.365
H5 0.358 0.158 -1.895  0.277
H6 0.060 1.808 -1.941  0.355

Properties
E_LUMO (spin up / spin down) in Ha: 0.2875 / 0.2877
Frontier orbital gap (spin up / spin down) in Ha: 0.1743 / 0.1745
Electronic energy in eV: -9236.932
Charge: -2


# C2H6N2O2

C2H6N2O2 as an isolated structure at a distorted geometry (the ωB97M-V functional and the def2-TZVPD basis, the Open Molecules 2025 dataset).

Last column: Mulliken charge in e.
Cartesian coordinates (Å):
N1 0.682 1.036 -0.779  -0.319
C1 0.025 -0.050 -0.325  0.337
N2 0.270 -0.276 2.143  -0.461
C2 -0.660 -1.107 -0.764  -0.851
O1 -0.247 0.516 1.041  -0.251
O2 0.381 1.409 -2.111  -0.389
H1 1.249 1.390 -2.538  0.361
H2 0.411 1.505 0.405  0.499
H3 -0.383 -0.094 2.904  0.279
H4 0.141 -1.267 1.933  0.269
H5 -1.350 -1.635 -0.122  0.275
H6 -0.519 -1.428 -1.786  0.252

Properties
E_LUMO in Ha: 0.0330
Frontier orbital gap in Ha: 0.3316
Electronic energy in eV: -9240.077
Charge: 0


# C2H6N2O2

A 2-piece molecular cluster, C2H6N2O2 overall at a distorted geometry (the ωB97M-V functional and the def2-TZVPD basis, the Open Molecules 2025 dataset).

Last column: Mulliken charge in e.
Cartesian coordinates (Å):
C1 -0.548 1.181 -0.801  -0.607
C2 0.664 0.686 -0.603  -0.141
N1 1.606 0.152 -1.550  0.804
O1 1.810 0.846 -2.501  -0.490
O2 2.308 -0.799 -1.231  -0.541
H1 -1.201 1.558 0.056  0.305
H2 -0.793 1.208 -1.887  0.229
H3 1.050 0.260 0.338  0.434
N2 -0.989 -1.109 2.138  -0.660
H4 -0.799 -2.042 1.638  0.240
H5 -1.523 -0.597 1.421  0.190
H6 -1.584 -1.344 2.982  0.237

Properties
E_LUMO in Ha: -0.0154
Frontier orbital gap in Ha: 0.3713
Electronic energy in eV: -9242.170
Charge: 0
SMILES: C=C[N+](=O)[O-].N


# C2H6N2O2

One molecule with the formula C2H6N2O2 at a distorted geometry (the ωB97M-V functional and the def2-TZVPD basis, the Open Molecules 2025 dataset).

Last column: Mulliken charge in e.
Cartesian coordinates (Å):
C1 1.934 1.091 -1.012  -0.473
O1 0.586 1.064 -0.684  -0.105
N1 -0.061 -0.130 -0.757  -0.620
C2 -0.731 -0.245 0.324  -0.053
N2 -1.383 -1.384 0.688  -0.142
O2 -2.384 -1.059 1.612  -0.408
H1 1.992 2.175 -0.774  0.202
H2 2.495 0.430 -0.431  0.305
H3 2.079 0.954 -2.087  0.193
H4 -0.554 0.725 0.841  0.452
H5 -1.775 -1.949 -0.132  0.301
H6 -2.198 -1.672 2.411  0.348

Properties
E_LUMO in Ha: 0.0301
Frontier orbital gap in Ha: 0.3461
Electronic energy in eV: -9241.693
Charge: 0
SMILES: CO/N=C/NO


# C2H6N2O2

C2H6N2O2 as an isolated structure at a distorted geometry (the ωB97M-V functional and the def2-TZVPD basis, the Open Molecules 2025 dataset).

Last column: Mulliken charge in e.
Cartesian coordinates (Å):
C1 1.168 -1.545 1.154  -0.076
N1 1.070 -1.447 -0.109  -0.222
H1 1.833 -2.384 1.558  0.244
H2 0.690 -0.908 1.884  0.295
H3 0.351 -0.704 -0.681  0.314
H4 1.520 -2.166 -0.679  0.262
N2 -1.634 2.034 -0.729  -0.410
C2 -0.814 1.005 -0.285  0.753
O1 -0.282 0.245 -1.239  -0.533
O2 -0.697 0.783 0.959  -0.199
H5 -1.631 2.864 -0.117  0.298
H6 -1.574 2.223 -1.716  0.273

Properties
Spin multiplicity: 2
E_LUMO (spin up / spin down) in Ha: -0.1577 / -0.3303
Frontier orbital gap (spin up / spin down) in Ha: 0.4293 / 0.2535
Electronic energy in eV: -9237.161
Charge: +1


# C2H6N2O2S

C2H6N2O2S as an isolated structure at a distorted geometry (the ωB97M-V functional and the def2-TZVPD basis, the Open Molecules 2025 dataset).

Last column: Mulliken charge in e.
Cartesian coordinates (Å):
C1 1.699 1.639 -0.167  -0.416
C2 0.932 0.911 0.587  -0.450
N1 -0.450 -2.100 -0.013  -0.445
N2 -1.084 -1.090 -0.713  -0.245
O1 -1.984 0.171 1.367  -0.567
O2 -1.830 1.291 -0.874  -0.543
S1 -1.334 0.427 0.121  0.997
H1 2.747 1.520 -0.205  0.276
H2 1.347 2.503 -0.756  0.237
H3 1.167 0.071 1.227  0.376
H4 -1.051 -2.500 0.723  0.271
H5 0.440 -1.943 0.272  0.224
H6 -0.598 -0.900 -1.568  0.284

Properties
E_LUMO in Ha: -0.0051
Frontier orbital gap in Ha: 0.3339
Electronic energy in eV: -20077.375
Charge: 0


# C2H6N2O3

A 2-piece molecular cluster, C2H6N2O3 overall at a distorted geometry (the ωB97M-V functional and the def2-TZVPD basis, the Open Molecules 2025 dataset).

Last column: Mulliken charge in e.
Cartesian coordinates (Å):
C1 1.566 0.893 0.276  0.439
C2 -0.835 -0.831 -1.243  -0.784
N1 1.200 1.430 1.351  -0.027
N2 -0.753 0.450 -0.708  -0.225
O1 2.317 0.499 -0.544  -0.456
O2 2.057 1.802 2.435  -0.444
O3 -1.199 0.481 0.633  -0.369
H1 -1.850 -1.295 -1.235  0.353
H2 -0.713 -0.772 -2.301  0.260
H3 -0.054 -1.546 -0.716  0.300
H4 0.240 1.502 1.657  0.280
H5 1.529 2.413 3.015  0.337
H6 -1.393 -0.449 0.824  0.336

Properties
E_LUMO (spin up / spin down) in Ha: -0.0005 / 0.0090
Frontier orbital gap (spin up / spin down) in Ha: 0.2536 / 0.3340
Electronic energy in eV: -11287.012
Charge: 0


# C2H6N2O3

A 2-piece molecular cluster, C2H6N2O3 overall at a distorted geometry (the ωB97M-V functional and the def2-TZVPD basis, the Open Molecules 2025 dataset).

Last column: Mulliken charge in e.
Cartesian coordinates (Å):
O1 1.985 -1.614 0.034  -0.442
C1 2.047 -1.701 1.232  0.128
N1 1.502 -0.863 2.189  -0.138
C2 0.789 0.330 1.996  0.610
N2 0.826 0.947 0.820  -0.240
O2 0.088 0.743 2.945  -0.146
H1 2.648 -2.448 1.745  0.372
H2 1.367 -1.281 3.102  0.272
H3 0.766 1.958 0.625  0.293
H4 0.958 0.419 -0.044  0.291
H5 -4.906 1.213 -5.407  0.328
H6 -3.690 1.472 -4.536  0.312
O3 -4.381 0.824 -4.700  -0.640

Properties
Spin multiplicity: 2
E_LUMO (spin up / spin down) in Ha: -0.1881 / -0.3677
Frontier orbital gap (spin up / spin down) in Ha: 0.3013 / 0.1217
Electronic energy in eV: -11284.370
Charge: +1


# C2H6N2O3P

An isolated ion of composition C2H6N2O3P and charge -1 at a distorted geometry (the ωB97M-V functional and the def2-TZVPD basis, the Open Molecules 2025 dataset).

Last column: Mulliken charge in e.
Cartesian coordinates (Å):
N1 2.486 1.083 -0.096  -0.729
P1 1.385 -0.156 0.175  0.952
O1 1.578 -1.364 -0.729  -0.740
O2 1.201 -0.304 1.672  -0.743
O3 0.029 0.874 -0.418  -0.301
N2 -1.284 0.407 -0.541  -0.192
C1 -1.818 -0.160 0.610  -0.111
C2 -1.551 -0.985 -0.519  -0.471
H1 2.457 1.450 -0.993  0.271
H2 2.416 1.997 0.455  0.272
H3 -2.910 0.236 0.940  0.109
H4 -1.006 -0.108 1.290  0.313
H5 -0.749 -1.668 -0.555  0.187
H6 -2.236 -1.302 -1.292  0.182

Properties
E_LUMO in Ha: 0.1536
Frontier orbital gap in Ha: 0.3254
Electronic energy in eV: -20583.861
Charge: -1
SMILES: N[P@@](=O)([O-])ON1CC1


# C2H6N2OS

One molecule with the formula C2H6N2OS at a distorted geometry (the ωB97M-V functional and the def2-TZVPD basis, the Open Molecules 2025 dataset).

Last column: Mulliken charge in e.
Cartesian coordinates (Å):
C1 0.960 1.114 -0.030  -0.902
C2 -0.033 0.064 -0.181  0.726
N1 0.163 -1.236 -0.169  -0.500
O1 1.569 -1.414 -0.134  -0.425
N2 -1.397 0.468 -0.266  -0.369
S1 -2.723 -0.612 -0.113  -0.157
H1 1.622 1.005 -0.846  0.285
H2 0.447 2.095 -0.030  0.309
H3 1.522 0.955 0.897  0.267
H4 1.672 -2.365 -0.004  0.347
H5 -1.618 1.393 0.137  0.284
H6 -2.183 -1.467 0.739  0.137

Properties
E_LUMO in Ha: 0.0297
Frontier orbital gap in Ha: 0.3367
Electronic energy in eV: -18032.079
Charge: 0
SMILES: C/C(=N\O)NS


# C2H6N2OS

One molecule with the formula C2H6N2OS at a distorted geometry (the ωB97M-V functional and the def2-TZVPD basis, the Open Molecules 2025 dataset).

Last column: Mulliken charge in e.
Cartesian coordinates (Å):
N1 -0.559 -1.422 -1.017  -0.508
C1 0.326 -1.402 0.184  -0.625
C2 1.069 -0.038 0.054  0.638
O1 2.211 0.094 -0.276  -0.569
N2 0.180 1.004 0.083  -0.235
S1 -1.352 0.984 0.608  -0.203
H1 -0.104 -1.245 -1.878  0.185
H2 -0.986 -2.334 -1.047  0.206
H3 -0.293 -1.370 1.104  0.372
H4 1.074 -2.136 0.187  0.326
H5 0.452 1.834 -0.374  0.251
H6 -1.920 0.325 -0.404  0.160

Properties
E_LUMO in Ha: 0.0313
Frontier orbital gap in Ha: 0.3730
Electronic energy in eV: -18033.656
Charge: 0
SMILES: NCC(=O)NS


# C2H6N2OS2

One molecule with the formula C2H6N2OS2 at a distorted geometry (the ωB97M-V functional and the def2-TZVPD basis, the Open Molecules 2025 dataset).

Last column: Mulliken charge in e.
Cartesian coordinates (Å):
O1 -0.613 -0.936 -2.344  -0.412
N1 -1.315 -0.483 -1.186  -0.514
C1 -0.521 -0.203 -0.275  0.697
C2 -0.945 0.059 1.218  -0.712
S1 -0.544 1.796 2.031  -0.167
N2 0.850 -0.136 -0.536  -0.349
S2 2.238 -0.419 0.446  -0.145
H1 -1.320 -0.813 -2.962  0.361
H2 -0.666 -0.974 1.711  0.322
H3 -2.135 0.127 1.081  0.293
H4 1.075 1.644 1.600  0.121
H5 1.121 -0.564 -1.482  0.374
H6 2.774 0.902 0.697  0.131

Properties
E_LUMO in Ha: 0.0071
Frontier orbital gap in Ha: 0.3487
Electronic energy in eV: -28865.259
Charge: 0
SMILES: O/N=C(/CS)NS


# C2H6N2P2

One molecule with the formula C2H6N2P2 at a distorted geometry (the ωB97M-V functional and the def2-TZVPD basis, the Open Molecules 2025 dataset).

Last column: Mulliken charge in e.
Cartesian coordinates (Å):
N1 -0.322 -1.074 -1.220  -0.529
P1 0.891 0.124 -0.840  0.204
N2 1.153 -0.394 0.789  -0.708
C1 -0.384 1.517 -0.705  -0.346
C2 -0.525 2.136 0.813  -0.461
P2 0.309 3.202 -0.103  -0.043
H1 -0.929 -0.769 -1.945  0.212
H2 -0.008 -2.034 -1.322  0.229
H3 0.243 -0.593 1.066  0.336
H4 1.551 0.469 1.363  0.285
H5 -1.216 1.640 -1.400  0.394
H6 -0.504 1.781 1.801  0.429

Properties
E_LUMO in Ha: -0.0050
Frontier orbital gap in Ha: 0.2930
Electronic energy in eV: -23726.454
Charge: 0
SMILES: NP(N)[C@H]1C=P1


# C2H6N2S

One molecule with the formula C2H6N2S at a distorted geometry (the ωB97M-V functional and the def2-TZVPD basis, the Open Molecules 2025 dataset).

Last column: Mulliken charge in e.
Cartesian coordinates (Å):
C1 -0.439 1.464 -0.605  -1.102
C2 0.381 0.258 -0.241  0.498
S1 1.925 -0.012 -0.792  -0.421
N1 -0.312 -0.701 0.365  0.047
N2 0.194 -1.907 0.825  -0.770
H1 -1.016 1.819 0.296  0.305
H2 0.150 2.272 -0.905  0.363
H3 -1.151 1.199 -1.396  0.289
H4 -1.311 -0.793 0.127  0.287
H5 0.402 -1.726 1.816  0.258
H6 1.177 -1.874 0.510  0.246

Properties
E_LUMO in Ha: 0.0212
Frontier orbital gap in Ha: 0.3363
Electronic energy in eV: -15985.671
Charge: 0
SMILES: CC(=S)NN


For each record above, in turn, the calculated energy relative to the best compared isomer or geometry (same formula, charge and spin) values are 1.759, 4.952, 1.455, 4.598, 1.734, 2.419, 7.241, 5.148, 5.625, 0.844, 4.711, 8.315, 0.631, 3.581, 2.727, 1.149, 3.911, 0.750, 1.127 eV.